2 unconnected molecules or ions with the total composition C5H13NO in a non-equilibrium geometry. Source: the Open Molecules 2025 dataset; level of theory: ωB97M-V/def2-TZVPD.

Its SMILES is CCC(N)=O.CC. As for the gap between HOMO and LUMO: 10.442 eV. The total energy comes out at -8932.3858 eV.

CARTESIAN COORDINATES (ANGSTROEM)
C (-0.1636, -1.8674, 1.6332)
C (0.7994, -1.1169, 0.6885)
C (1.1525, 0.3555, 1.0322)
N (1.0938, 0.8187, 2.2708)
O (1.6087, 1.1044, 0.1397)
H (0.3203, -2.3558, 2.5710)
H (-0.6480, -2.5703, 0.9883)
H (-1.0037, -1.3187, 2.0529)
H (1.5983, -1.8440, 0.4503)
H (0.1970, -1.0447, -0.2564)
H (1.2574, 1.7807, 2.5174)
H (0.4369, 0.3556, 2.8551)
C (-1.4489, 1.4295, -2.0056)
C (-0.2534, 0.4229, -2.1914)
H (-2.4731, 1.0281, -2.0120)
H (-1.1940, 1.9520, -1.0232)
H (-1.4405, 2.1264, -2.8608)
H (0.5794, 0.8298, -2.6946)
H (-0.6058, -0.4357, -2.8254)
H (0.1874, 0.3497, -1.3301)

Results of the Mulliken charge analysis, in e, for atoms 1 through 5: C -1.450; C 0.268; C 0.392; N -0.380; O -0.662